(1)
{"formula": "C8H26O6", "method": "ωB97M-V/def2-TZVPD", "elements": ["C", "C", "C", "C", "C", "C", "C", "C", "H", "H", "H", "H", "H", "H", "H", "H", "H", "H", "H", "H", "H", "H", "O", "H", "H", "O", "H", "H", "O", "H", "H", "O", "H", "H", "O", "H", "H", "O", "H", "H"], "xyz": [[0.481, -2.733, 1.796], [-0.224, -2.151, 0.857], [-0.153, -0.687, 0.411], [0.142, -0.715, -0.993], [0.990, -1.621, -1.555], [-0.502, 0.476, -1.755], [0.604, 1.449, -2.257], [0.686, 2.677, -1.264], [0.322, -3.860, 1.648], [1.244, -2.237, 2.363], [-1.149, -2.659, 0.314], [-1.220, -0.335, 0.567], [0.614, 0.022, 0.908], [1.039, -1.477, -2.700], [1.299, -2.558, -1.097], [-1.256, 1.081, -1.044], [-1.228, 0.213, -2.664], [0.448, 1.854, -3.252], [1.658, 0.995, -2.342], [1.194, 3.481, -1.766], [-0.278, 2.995, -0.987], [0.998, 2.261, -0.224], [-2.374, 2.378, 1.645], [-1.730, 2.356, 0.982], [-2.057, 1.792, 2.309], [1.805, 0.400, 2.952], [2.084, -0.323, 3.437], [2.253, 0.382, 2.040], [-2.921, -0.999, -0.462], [-3.567, -0.434, -0.053], [-2.738, -1.779, 0.016], [-0.542, 1.406, 3.383], [-0.211, 2.319, 3.517], [0.359, 1.029, 3.420], [-1.539, -1.613, -3.319], [-1.917, -0.737, -3.305], [-1.860, -1.975, -2.461], [2.956, -0.004, 0.472], [3.866, 0.121, 0.231], [2.424, -0.792, 0.233]], "nbo_charge": [-0.453, -0.125, -0.573, 0.072, -0.494, -0.424, -0.405, -0.605, 0.216, 0.204, 0.170, 0.262, 0.242, 0.229, 0.220, 0.205, 0.200, 0.201, 0.209, 0.215, 0.191, 0.204, -0.956, 0.456, 0.494, -0.986, 0.473, 0.520, -0.957, 0.498, 0.476, -0.988, 0.464, 0.499, -0.916, 0.450, 0.476, -1.000, 0.509, 0.524], "e_homo_ha": -0.3365, "homo_lumo_gap_ev": 9.45, "energy_ev": -20998.6102, "e_above_lowest_kj_mol": 310.9, "spin_multiplicity": 1, "lumo_energy_ev": 0.30}

---

(2)
{"formula": "C4H10N2O", "method": "ωB97M-V/def2-TZVPD", "elements": ["C", "O", "N", "N", "H", "H", "H", "H", "C", "C", "C", "H", "H", "H", "H", "H", "H"], "xyz": [[1.899, -1.083, -0.659], [1.770, -1.399, 0.607], [2.394, 0.522, 0.955], [1.642, 1.318, 1.372], [1.207, 1.118, 2.290], [2.367, 0.066, -0.574], [2.670, -1.632, -1.225], [0.971, -0.875, -1.219], [-1.470, -0.269, 0.840], [-1.371, 0.652, -0.337], [-2.117, 0.580, -1.433], [-0.609, 1.425, -0.271], [-0.538, -0.825, 0.982], [-1.660, 0.295, 1.759], [-2.278, -0.992, 0.714], [-2.877, -0.184, -1.553], [-2.002, 1.284, -2.248]], "nbo_charge": [-0.218, -0.504, 0.097, -0.318, 0.380, 0.227, 0.170, 0.173, -0.668, -0.172, -0.408, 0.189, 0.244, 0.207, 0.214, 0.189, 0.198], "e_homo_ha": [-0.3480, -0.3408], "homo_lumo_gap_ev": [8.93, 8.41], "energy_ev": -9332.1866, "e_above_lowest_kj_mol": 656.2, "spin_multiplicity": 1, "lumo_energy_ev": [-0.54, -0.87]}

---

(3)
{"formula": "C26H59F6N5O14P", "method": "ωB97M-V/def2-TZVPD", "elements": ["P", "F", "F", "F", "F", "F", "F", "C", "O", "H", "H", "H", "H", "C", "O", "H", "H", "H", "H", "C", "O", "H", "H", "H", "H", "C", "C", "C", "O", "C", "O", "O", "H", "H", "H", "H", "H", "H", "C", "C", "C", "O", "C", "O", "O", "H", "H", "H", "H", "H", "H", "C", "O", "N", "C", "C", "H", "H", "H", "H", "H", "H", "H", "C", "O", "N", "C", "C", "H", "H", "H", "H", "H", "H", "H", "C", "O", "N", "C", "C", "H", "H", "H", "H", "H", "H", "H", "C", "O", "N", "C", "C", "H", "H", "H", "H", "H", "H", "H", "C", "O", "N", "C", "C", "H", "H", "H", "H", "H", "H", "H"], "xyz": [[0.188, 0.235, 0.354], [-0.581, -0.101, -1.070], [-0.354, 1.709, 0.090], [-1.206, -0.272, 1.122], [1.016, 0.658, 1.707], [0.730, -1.286, 0.459], [1.528, 0.704, -0.490], [4.007, -1.033, 0.689], [3.265, -2.261, 0.663], [3.811, -0.492, -0.237], [3.860, -0.304, 1.487], [5.077, -1.233, 0.744], [2.350, -2.030, 0.838], [-3.365, -0.903, 3.818], [-1.982, -1.235, 3.805], [-3.839, -1.638, 4.469], [-3.497, 0.113, 4.190], [-3.791, -1.023, 2.822], [-1.472, -0.684, 3.207], [-0.800, 1.175, -4.004], [-0.292, 2.099, -3.111], [-1.786, 0.772, -3.772], [-0.872, 1.633, -4.990], [-0.083, 0.374, -4.189], [-0.437, 1.768, -2.221], [-3.225, 3.843, 2.759], [-3.171, 3.029, 1.456], [-4.120, 1.814, 1.534], [-4.914, 2.020, 0.329], [-4.589, 3.181, -0.281], [-5.072, 3.571, -1.356], [-3.654, 3.862, 0.467], [-2.769, 4.828, 2.653], [-2.651, 3.403, 3.574], [-4.256, 4.001, 3.078], [-2.148, 2.865, 1.116], [-4.698, 1.782, 2.458], [-3.583, 0.887, 1.335], [2.411, -2.788, -2.612], [1.631, -1.618, -3.136], [2.427, -0.305, -3.238], [2.800, -0.358, -4.555], [1.937, -1.111, -5.292], [1.721, -1.049, -6.483], [1.197, -1.845, -4.441], [3.252, -3.081, -3.240], [1.767, -3.649, -2.438], [2.946, -2.603, -1.680], [0.819, -1.375, -2.451], [3.247, -0.455, -2.535], [1.760, 0.520, -2.989], [-4.596, -3.100, -1.636], [-5.728, -2.847, -1.241], [-3.617, -2.199, -1.766], [-3.806, -0.888, -1.326], [-2.234, -2.446, -2.114], [-4.247, -4.088, -1.977], [-3.437, -0.054, -1.924], [-3.200, -0.882, -0.420], [-4.842, -0.656, -1.083], [-1.935, -1.955, -3.039], [-1.522, -2.164, -1.339], [-2.098, -3.483, -2.420], [0.688, 6.972, 0.881], [0.326, 7.848, 1.619], [-0.068, 6.304, 0.004], [0.374, 4.994, -0.629], [-1.510, 6.681, -0.108], [1.666, 6.482, 1.000], [-0.460, 4.292, -0.636], [1.232, 4.512, -0.159], [0.703, 5.129, -1.659], [-1.706, 7.561, 0.505], [-1.790, 6.905, -1.138], [-2.241, 5.942, 0.220], [6.210, 2.614, -0.889], [7.126, 2.207, -1.582], [4.886, 2.740, -1.299], [4.564, 2.512, -2.704], [3.904, 3.144, -0.302], [6.349, 2.869, 0.173], [3.757, 1.786, -2.792], [5.451, 2.265, -3.288], [4.218, 3.354, -3.304], [3.288, 3.971, -0.655], [3.204, 2.336, -0.089], [4.368, 3.465, 0.630], [-0.225, -4.652, 0.181], [0.455, -5.314, -0.624], [-1.467, -4.886, 0.565], [-2.249, -3.935, 1.429], [-2.204, -6.094, 0.124], [0.100, -3.693, 0.615], [-2.089, -4.226, 2.468], [-3.311, -3.853, 1.199], [-1.864, -2.916, 1.388], [-2.903, -5.829, -0.670], [-1.589, -6.941, -0.180], [-2.765, -6.454, 0.986], [3.641, -3.748, 3.969], [4.428, -3.629, 4.886], [2.368, -3.337, 4.045], [1.498, -3.516, 2.886], [1.747, -2.720, 5.262], [3.958, -4.123, 2.983], [1.234, -2.504, 2.579], [0.622, -4.133, 3.089], [2.045, -4.008, 2.081], [1.216, -1.788, 5.069], [1.099, -3.492, 5.677], [2.434, -2.449, 6.064]], "mulliken_charge": [1.309, 0.012, -0.546, -0.279, -0.431, -0.372, -0.234, -0.362, -0.483, -0.125, 0.302, 0.422, 0.044, -0.572, -0.492, 0.317, 0.231, 0.181, 0.302, -0.144, -0.543, 0.103, 0.332, -0.052, 0.073, -1.745, 1.266, 0.822, -0.373, 0.597, -0.620, -0.353, 0.325, 0.389, 0.454, -0.322, 0.274, -0.680, -1.542, 2.086, -0.283, -0.442, 0.458, -0.603, -0.414, 0.399, 0.345, 0.163, -0.790, 0.389, 0.184, 0.123, -0.639, 0.189, -0.605, -0.655, 0.333, 0.074, -0.016, 0.457, 0.422, -0.236, 0.395, 0.140, -0.583, 0.119, -0.531, -0.826, 0.306, 0.109, 0.052, 0.342, 0.353, 0.309, 0.206, 0.131, -0.589, 0.210, -0.803, -1.065, 0.296, 0.132, 0.311, 0.348, 0.375, 0.294, 0.367, 0.592, -0.736, 0.225, -0.897, -0.969, 0.050, 0.428, 0.497, 0.044, 0.233, 0.323, 0.377, 0.189, -0.630, 0.182, -0.971, -0.925, 0.359, 0.137, 0.327, 0.388, 0.278, 0.336, 0.340], "e_homo_ha": -0.2740, "homo_lumo_gap_ev": 9.49, "energy_ev": -89635.9373, "e_above_lowest_kj_mol": 0.0, "spin_multiplicity": 1, "lumo_energy_ev": 2.04, "total_charge": -1}

---

(4)
{"formula": "C3H3N3O2", "method": "ωB97M-V/def2-TZVPD", "elements": ["C", "C", "C", "H", "H", "H", "N", "N", "N", "O", "O"], "xyz": [[-0.587, 0.454, -0.210], [1.400, -0.365, 0.043], [1.387, 1.123, -0.018], [-3.146, -0.926, 1.046], [-1.425, -1.545, -0.177], [2.001, 2.201, 0.211], [-2.371, -0.872, -0.095], [-1.918, 0.506, 0.144], [0.182, 1.610, 0.028], [0.080, -0.617, -0.184], [2.185, -1.347, 0.121]], "nbo_charge": [0.486, 0.693, -0.104, 0.377, 0.388, 0.273, -0.652, -0.156, -0.326, -0.474, -0.506], "e_homo_ha": -0.3364, "homo_lumo_gap_ev": 7.45, "energy_ev": -11718.8545, "e_above_lowest_kj_mol": 685.3, "spin_multiplicity": 1, "lumo_energy_ev": -1.71}

---

(5)
{"formula": "C4H8O3", "method": "ωB97M-V/def2-TZVPD", "elements": ["C", "C", "O", "O", "H", "H", "H", "H", "C", "C", "O", "H", "H", "H", "H"], "xyz": [[2.032, 0.726, -0.418], [0.981, -0.261, 0.022], [1.541, -1.315, 0.636], [-0.021, -0.563, -0.869], [0.848, -1.957, 0.849], [1.555, 1.604, -0.844], [2.653, 0.244, -1.172], [2.640, 1.006, 0.438], [-2.287, -0.291, 0.224], [-0.962, 0.366, -0.064], [-0.086, 0.491, 0.977], [-1.067, 1.274, -0.679], [-2.134, -1.222, 0.766], [-2.877, 0.385, 0.841], [-2.816, -0.488, -0.706]], "nbo_charge": [-0.667, 0.786, -0.675, -0.578, 0.491, 0.225, 0.230, 0.234, -0.654, 0.398, -0.598, 0.140, 0.217, 0.227, 0.225], "e_homo_ha": -0.3706, "homo_lumo_gap_ev": 11.01, "energy_ev": -10419.3654, "e_above_lowest_kj_mol": 158.1, "spin_multiplicity": 1, "lumo_energy_ev": 0.92}

---

(6)
{"formula": "C35H31CrN4O2", "method": "ωB97M-V/def2-TZVPD", "elements": ["Cr", "C", "C", "C", "C", "C", "C", "C", "C", "N", "C", "O", "C", "C", "C", "C", "C", "N", "C", "O", "N", "C", "C", "C", "C", "C", "C", "C", "C", "H", "H", "H", "H", "H", "H", "H", "H", "H", "H", "H", "H", "H", "H", "H", "H", "H", "H", "H", "H", "H", "N", "C", "C", "C", "C", "C", "C", "C", "C", "C", "C", "C", "C", "H", "H", "H", "H", "H", "H", "H", "H", "H", "H"], "xyz": [[0.915, -0.106, -0.114], [1.217, -2.137, -3.435], [0.164, -1.092, -3.682], [-0.881, -1.341, -4.565], [-1.822, -0.360, -4.838], [-1.707, 0.884, -4.243], [-0.679, 1.167, -3.350], [-0.553, 2.533, -2.741], [0.241, 0.160, -3.058], [1.226, 0.353, -2.054], [2.475, 0.689, -2.441], [2.876, 0.970, -3.560], [3.451, 0.615, -1.277], [4.823, 0.756, -1.366], [5.579, 0.500, -0.225], [4.971, 0.079, 0.952], [3.592, -0.035, 0.964], [2.891, 0.272, -0.122], [2.753, -0.555, 2.124], [3.295, -0.803, 3.192], [1.457, -0.697, 1.776], [0.516, -1.015, 2.792], [0.237, -0.086, 3.804], [1.087, 1.131, 4.012], [-0.825, -0.334, 4.662], [-1.586, -1.487, 4.555], [-1.250, -2.435, 3.606], [-0.192, -2.220, 2.728], [0.215, -3.344, 1.808], [0.923, -3.093, -3.867], [1.418, -2.290, -2.369], [2.167, -1.837, -3.882], [-0.947, -2.309, -5.047], [-2.631, -0.561, -5.527], [-2.424, 1.662, -4.475], [-1.112, 3.258, -3.330], [0.489, 2.848, -2.702], [-0.935, 2.554, -1.719], [5.262, 1.037, -2.312], [6.655, 0.601, -0.264], [5.525, -0.171, 1.845], [1.418, 1.562, 3.071], [1.981, 0.865, 4.580], [0.535, 1.895, 4.557], [-1.055, 0.395, 5.428], [-2.417, -1.656, 5.226], [-1.805, -3.363, 3.543], [0.606, -4.178, 2.393], [1.008, -3.047, 1.121], [-0.636, -3.742, 1.246], [-0.757, -1.276, -0.487], [-2.144, -0.834, -0.423], [-3.069, -1.681, -1.023], [-4.409, -1.355, -1.070], [-4.815, -0.149, -0.523], [-3.889, 0.690, 0.064], [-2.525, 0.374, 0.161], [-1.596, 1.371, 0.775], [-2.133, 2.379, 1.585], [-1.375, 3.460, 1.998], [-0.050, 3.562, 1.604], [0.516, 2.523, 0.884], [-0.225, 1.408, 0.498], [-0.604, -1.576, -1.453], [-0.654, -2.104, 0.100], [-2.717, -2.603, -1.471], [-5.117, -2.019, -1.546], [-5.852, 0.152, -0.571], [-4.230, 1.645, 0.432], [-3.162, 2.324, 1.908], [-1.824, 4.223, 2.618], [0.546, 4.419, 1.890], [1.572, 2.576, 0.633]], "lowdin_spin": [2.958, 0.001, 0.001, 0.000, 0.001, 0.000, 0.001, -0.001, 0.005, 0.002, 0.008, 0.014, 0.007, 0.000, 0.007, 0.000, 0.007, -0.007, 0.006, 0.011, 0.004, 0.005, 0.002, 0.001, 0.000, 0.001, 0.000, 0.002, 0.001, 0.000, 0.001, 0.000, 0.000, 0.000, 0.000, 0.000, 0.000, -0.001, 0.000, 0.000, 0.000, 0.000, 0.000, 0.000, 0.000, 0.000, 0.000, 0.000, 0.001, 0.000, 0.008, 0.007, 0.000, 0.003, 0.000, 0.003, -0.001, 0.007, -0.008, 0.022, -0.007, 0.014, -0.095, 0.004, 0.004, 0.000, 0.000, 0.000, 0.000, -0.001, 0.001, -0.001, 0.001], "e_homo_ha": [-0.3013, -0.3078], "homo_lumo_gap_ev": [7.65, 8.00], "energy_ev": -75278.4164, "e_above_lowest_kj_mol": 0.0, "spin_multiplicity": 4, "lumo_energy_ev": [-0.55, -0.37]}

---

(7)
{"formula": "C3H9NO4S", "method": "ωB97M-V/def2-TZVPD", "elements": ["C", "C", "C", "N", "O", "O", "O", "O", "S", "H", "H", "H", "H", "H", "H", "H", "H", "H"], "xyz": [[-1.370, 0.629, 0.109], [-0.263, 1.548, 0.593], [2.195, 1.762, 0.380], [0.967, 1.476, -0.109], [2.468, 2.410, 1.298], [-2.233, -4.077, -3.295], [-1.314, -3.420, -1.096], [1.228, -0.956, 0.707], [-2.417, -3.552, -1.993], [-2.062, 0.373, 1.004], [-2.014, 1.059, -0.685], [-1.083, -0.408, -0.184], [-0.048, 1.283, 1.656], [-0.719, 2.528, 0.683], [2.907, 1.210, -0.309], [0.931, 0.760, -0.789], [1.737, -0.730, 1.527], [1.089, -1.895, 0.502]], "nbo_charge": [-0.627, -0.232, 0.553, -0.609, -0.589, -0.821, -0.841, -0.989, 1.662, 0.221, 0.206, 0.217, 0.186, 0.197, 0.077, 0.394, 0.498, 0.495], "e_homo_ha": -0.3441, "homo_lumo_gap_ev": 8.03, "energy_ev": -23771.2218, "e_above_lowest_kj_mol": 19.5, "spin_multiplicity": 1, "lumo_energy_ev": -1.33}

---

(8)
{"formula": "C12H26N4O2PtS3", "method": "ωB97M-V/def2-TZVPD", "elements": ["Pt", "C", "C", "S", "C", "C", "S", "C", "C", "S", "H", "H", "H", "H", "H", "H", "H", "H", "H", "H", "H", "H", "N", "C", "C", "C", "C", "N", "C", "N", "N", "C", "O", "O", "H", "H", "H", "H", "H", "H", "H", "H", "H", "H", "H", "H", "H", "H"], "xyz": [[-1.372, -0.700, 0.201], [-0.265, -2.365, 2.882], [-0.547, -3.500, 1.910], [-0.635, -3.022, 0.133], [-2.227, -3.761, -0.398], [-3.491, -3.322, 0.318], [-3.778, -1.504, 0.283], [-4.016, -1.043, 2.038], [-2.974, -1.461, 3.062], [-1.273, -0.829, 2.781], [0.752, -1.998, 2.749], [-0.357, -2.745, 3.901], [-1.463, -4.032, 2.156], [0.279, -4.210, 1.976], [-2.108, -4.842, -0.315], [-2.282, -3.499, -1.457], [-3.526, -3.665, 1.350], [-4.334, -3.765, -0.218], [-4.984, -1.442, 2.343], [-4.090, 0.045, 1.990], [-2.901, -2.541, 3.169], [-3.278, -1.046, 4.025], [0.248, 0.830, -0.802], [-0.212, 2.202, -0.854], [0.731, 3.228, -0.240], [1.959, 3.592, -1.093], [3.278, 2.892, -0.723], [3.430, 1.560, -1.303], [3.843, 1.285, -2.538], [3.960, 0.009, -2.917], [4.080, 2.252, -3.415], [-1.643, 2.393, -0.068], [-2.040, 3.527, -0.052], [-2.138, 1.354, 0.399], [1.087, 0.730, -0.244], [0.366, 0.418, -1.721], [-0.470, 2.489, -1.878], [1.020, 2.908, 0.765], [0.132, 4.134, -0.128], [2.133, 4.662, -0.976], [1.719, 3.420, -2.143], [3.357, 2.790, 0.360], [4.125, 3.514, -1.028], [3.300, 0.775, -0.685], [3.838, -0.754, -2.273], [4.344, -0.224, -3.819], [4.019, 3.225, -3.160], [4.406, 2.037, -4.343]], "nbo_charge": [0.694, -0.536, -0.545, 0.399, -0.529, -0.554, 0.381, -0.548, -0.545, 0.266, 0.242, 0.259, 0.236, 0.264, 0.259, 0.260, 0.233, 0.272, 0.261, 0.278, 0.222, 0.270, -0.841, -0.195, -0.430, -0.426, -0.237, -0.559, 0.677, -0.766, -0.754, 0.798, -0.596, -0.728, 0.375, 0.400, 0.223, 0.200, 0.287, 0.245, 0.206, 0.236, 0.217, 0.407, 0.420, 0.430, 0.437, 0.434], "e_homo_ha": [-0.4970, -0.4997], "homo_lumo_gap_ev": [6.61, 6.69], "energy_ev": -58660.4850, "e_above_lowest_kj_mol": 223.6, "spin_multiplicity": 1, "lumo_energy_ev": [-6.92, -6.91], "total_charge": 2}